A structure of composition C5H7CeO5. Source: the Open Molecules 2025 dataset; level of theory: the ωB97M-V functional and the def2-TZVPD basis.

The calculation puts the HOMO-LUMO gap (alpha / beta) at 6.5 / 6.5 eV. The HOMO energy (alpha / beta) comes out at -11.848 / -11.953 eV.

ORCA input file:
```
! RIJCOSX wB97M-V def2-TZVPD def2/J DEFGRID3
* xyz 1 3
O -4.166 0.116 -0.091
C -3.632 -0.856 0.370
O -3.765 -1.596 1.307
O -1.835 -1.932 -1.822
C -1.885 -1.316 -0.766
O -0.593 -0.999 -0.336
C -0.389 -0.064 0.727
C 1.038 0.411 0.791
O 1.453 0.781 -0.508
C 2.717 1.419 -0.541
Ce 0.815 -1.798 -2.280
H -0.634 -0.605 1.650
H -1.037 0.793 0.507
H 1.700 -0.373 1.195
H 1.087 1.277 1.472
H 3.016 1.480 -1.593
H 2.621 2.415 -0.080
H 3.487 0.846 -0.002
*
```